1.
The ion C3H4N3O2S with charge -1 at a distorted geometry. Source: the OMol25 dataset; level of theory: ωB97M-V with the def2-TZVPD basis set.

Molecular weight   146.15 g mol⁻¹
Kohn-Sham gap   6.958 eV
ΔE to the lowest compared entry with this formula, charge and spin   420.42 kJ/mol
LUMO   0.145 Eh

Geometry as ORCA input:
```
! RIJCOSX wB97M-V def2-TZVPD def2/J DEFGRID3
* xyz -1 1
C 0.11766 1.84011 -0.02997
C 0.74853 0.59495 -0.30498
C -0.92283 -0.54151 0.07730
N -1.18768 1.77885 0.17815
N -1.73433 0.53962 0.10718
N -1.00544 -1.79964 -0.05827
O 1.73916 -1.75979 0.01526
O 3.38885 0.24279 -0.26642
S 2.14610 -0.11274 0.42368
H 0.49582 2.74849 0.17113
H -2.72859 0.48823 0.43224
H 0.75013 -1.81657 -0.29017
H -1.80739 -2.20277 -0.45511
*
```

***

2.
A structure of composition C3H4N3O4 at a distorted geometry. Source: the OMol25 dataset; level of theory: ωB97M-V with the def2-TZVPD basis set.

Molecular weight   146.08 g mol⁻¹
Kohn-Sham gap   8.675 eV
ΔE to the lowest compared entry with this formula, charge and spin   166.99 kJ/mol
LUMO   -0.219 Eh

Geometry as ORCA input:
```
! RIJCOSX wB97M-V def2-TZVPD def2/J DEFGRID3
* xyz 1 1
C -0.58293 -0.31670 -0.04215
C -0.18507 -1.61598 -0.26408
C -2.08160 -0.01180 -0.05975
N 0.19321 0.66123 0.39333
N 0.39103 -2.64417 -0.25447
N 2.45308 1.71134 -0.16613
O 0.81127 -3.69455 -0.29382
O 1.77778 2.34198 -0.82737
O 3.50376 1.50977 0.22442
O 1.49009 0.46435 0.58647
H -2.55931 -0.34442 -1.10190
H -2.22423 0.97116 0.21846
H -2.62748 -0.45785 0.83811
H -0.35959 1.42564 0.74889
*
```

***

3.
An isolated molecule of C3H4N4 at a distorted geometry. Source: the OMol25 dataset; level of theory: ωB97M-V with the def2-TZVPD basis set.

Molecular weight   96.09 g mol⁻¹
Kohn-Sham gap   10.226 eV
SMILES   [H]/N=C\n1cncn1
ΔE to the lowest compared entry with this formula, charge and spin   212.06 kJ/mol
LUMO   0.001 Eh

Geometry as ORCA input:
```
! RIJCOSX wB97M-V def2-TZVPD def2/J DEFGRID3
* xyz 0 1
H 0.48785 -2.05724 1.61569
N -0.39944 -1.56258 2.00795
C -0.73271 -0.55574 1.32435
N -0.19874 -0.07564 0.20738
C 0.81551 -0.50552 -0.66426
N 1.06845 0.44372 -1.53513
C 0.18273 1.38063 -1.27956
N -0.73624 1.11300 -0.28161
H -1.66081 -0.09384 1.67221
H 1.30108 -1.48430 -0.41503
H 0.14046 2.28961 -1.94628
*
```

***

4.
An isolated molecule of C3H4N4 at a distorted geometry. Source: the OMol25 dataset; level of theory: ωB97M-V with the def2-TZVPD basis set.

Molecular weight   96.09 g mol⁻¹
Kohn-Sham gap   8.143 eV
ΔE to the lowest compared entry with this formula, charge and spin   510.50 kJ/mol
LUMO   -0.004 Eh

Geometry as ORCA input:
```
! RIJCOSX wB97M-V def2-TZVPD def2/J DEFGRID3
* xyz 0 1
N -1.14302 -2.03888 -0.73726
C -0.28572 -1.03364 -0.74535
C -0.55034 -0.23372 0.47260
N -0.00527 0.82819 0.92896
C 0.95272 1.72683 0.65847
N 1.77193 1.79230 -0.38008
N 2.50896 1.94289 -1.22536
H -1.84137 -2.19374 0.00099
H -1.15437 -2.73329 -1.47362
H -1.36005 -0.59107 1.13474
H 1.10653 2.53414 1.36591
*
```